A structure of composition C49H49N3O2P3STl. Source: OMol25; level of theory: ωB97M-V with the def2-TZVPD basis set.

The value obtained for the orbital gap is 6.4 eV. As for the net charge: +2. The value obtained for the relative energy (zero: lowest compared OMol25 entry of this formula, charge and spin) is 2.171 eV. Its HOMO energy is -12.7048 eV. For the largest force on an atom, the calculation gives 0.0295 Eh/bohr. The value obtained for the total energy is -103555.3629 eV.

XYZ file:
```
108
Properties=species:S:1:pos:R:3:forces:R:3:lowdin_charge:R:1
Tl 1.106059 0.280274 0.308305 0.446 0.264 0.501 0.807
O -1.074011 -0.444782 3.342339 0.150 0.123 0.379 -0.460
S -1.427613 -0.660895 1.922031 -0.845 -0.449 0.239 0.833
C -1.844018 -2.403569 1.793714 0.193 0.126 -0.291 -0.357
C -2.571541 -3.011893 2.809901 -0.011 0.066 0.046 -0.068
C -2.854961 -4.362219 2.725322 -0.022 0.067 0.066 -0.028
C -2.367125 -5.109334 1.658832 0.012 -0.101 -0.041 -0.030
C -1.553869 -4.524069 0.705665 0.042 0.035 0.128 -0.079
C -1.276078 -3.155964 0.762400 0.003 0.419 0.048 -0.349
P 0.003132 -2.455946 -0.365938 0.205 -0.465 0.041 1.063
C 1.337418 -3.659582 -0.033659 0.062 0.185 0.066 -0.391
C 1.710790 -4.694915 -0.885131 -0.034 0.040 0.064 -0.081
C 2.750998 -5.540035 -0.521794 0.007 -0.046 -0.038 -0.050
C 3.397851 -5.374782 0.693442 0.009 -0.010 0.020 -0.051
C 3.018029 -4.351097 1.551893 0.014 -0.039 0.050 -0.066
C 2.001222 -3.488351 1.182606 -0.111 -0.009 -0.103 -0.120
C -0.596093 -2.922971 -2.024503 -0.109 0.272 0.088 -0.379
C -1.879022 -3.428858 -2.225879 -0.038 0.054 0.021 -0.094
C -2.298612 -3.792068 -3.498003 -0.013 0.016 -0.079 -0.060
C -1.438881 -3.661263 -4.579169 -0.065 -0.019 0.034 -0.060
C -0.164475 -3.142218 -4.388240 0.110 0.021 -0.043 -0.062
C 0.251614 -2.761855 -3.122017 -0.065 0.137 0.039 -0.112
C -3.006022 0.204349 1.711491 0.387 0.230 -0.209 -0.335
C -4.240131 -0.282066 2.118283 0.011 -0.079 -0.009 -0.049
C -5.324339 0.578533 2.184925 0.029 -0.010 -0.015 -0.038
C -5.173274 1.919193 1.859265 -0.108 0.014 0.011 -0.034
C -3.951876 2.401868 1.419643 0.036 -0.084 -0.043 -0.061
C -2.853180 1.550255 1.329231 0.166 -0.365 -0.091 -0.360
P -1.238198 2.173846 0.703972 0.031 0.731 0.339 1.049
C -0.580316 3.146208 2.092536 -0.072 -0.007 -0.120 -0.393
C -1.215142 3.276027 3.321519 0.019 -0.049 -0.030 -0.063
C -0.711341 4.160536 4.265564 -0.038 -0.004 0.080 -0.054
C 0.417348 4.913867 3.984985 0.009 0.010 0.019 -0.059
C 1.077313 4.756100 2.772325 0.095 0.021 -0.046 -0.064
C 0.586432 3.868220 1.831868 -0.053 -0.107 0.100 -0.140
C -1.795889 3.502896 -0.436385 0.053 -0.137 -0.093 -0.350
C -2.410674 3.103037 -1.623783 0.041 0.054 0.079 -0.113
C -2.831177 4.036992 -2.555937 -0.005 -0.041 -0.014 -0.070
C -2.643502 5.390002 -2.311891 -0.010 0.085 -0.010 -0.063
C -2.064138 5.798664 -1.121373 -0.003 0.011 -0.033 -0.052
C -1.641924 4.864229 -0.184630 0.001 -0.035 0.020 -0.065
H -2.865357 -2.426183 3.671521 -0.079 -0.019 -0.008 0.124
H -3.441734 -4.837155 3.500120 0.023 -0.019 -0.001 0.123
H -2.586772 -6.167114 1.597393 0.014 0.004 0.007 0.122
H -1.104276 -5.134687 -0.067340 -0.008 -0.011 0.007 0.119
H 1.193368 -4.852154 -1.821578 0.022 0.008 -0.046 0.106
H 3.054892 -6.335261 -1.189885 -0.039 -0.015 0.012 0.116
H 4.193125 -6.050460 0.978881 0.013 0.016 -0.017 0.116
H 3.520114 -4.230856 2.503220 -0.017 0.026 0.001 0.119
H 1.700309 -2.678399 1.843485 0.048 -0.044 0.075 0.103
H -2.553350 -3.558876 -1.389083 -0.003 0.028 -0.069 0.100
H -3.296055 -4.188781 -3.639945 0.033 -0.020 0.002 0.115
H -1.757635 -3.975267 -5.564546 0.013 0.026 -0.002 0.115
H 0.514582 -3.051348 -5.226775 -0.017 0.023 0.004 0.114
H 1.240829 -2.341536 -2.980230 0.014 -0.054 -0.057 0.091
H -4.369203 -1.318646 2.387182 0.020 -0.056 0.020 0.101
H -6.285108 0.200244 2.506582 -0.010 0.012 -0.002 0.120
H -6.018440 2.589782 1.942047 0.012 0.009 -0.013 0.121
H -3.846993 3.445163 1.150384 -0.012 -0.013 -0.032 0.120
H -2.100372 2.693023 3.542286 -0.009 0.047 0.025 0.109
H -1.214735 4.273408 5.216984 0.007 -0.008 -0.007 0.114
H 0.780752 5.632016 4.708296 0.033 -0.043 0.016 0.114
H 1.966417 5.335334 2.558287 -0.003 -0.012 0.005 0.116
H 1.088126 3.747322 0.875642 0.039 0.074 0.028 0.114
H -2.588142 2.052338 -1.797218 -0.071 0.187 0.018 0.065
H -3.317410 3.716598 -3.469515 -0.010 -0.010 0.008 0.102
H -2.961199 6.124425 -3.040163 -0.015 -0.004 0.011 0.114
H -1.941757 6.853329 -0.913099 0.004 -0.005 -0.001 0.116
H -1.205511 5.212253 0.740043 0.030 -0.020 0.017 0.104
C -1.719632 1.050351 -5.293575 -0.080 -0.108 0.017 0.004
N -0.845190 0.914719 -4.143636 -0.082 0.007 -0.003 -0.066
C 0.513896 1.414682 -4.067216 0.130 0.108 0.002 0.000
C 0.836766 1.138884 -2.607417 -0.264 -0.022 -0.106 -0.494
O 1.865797 1.403515 -2.001180 0.099 0.056 0.082 -0.040
N -0.222588 0.534549 -2.018390 -0.110 -0.177 0.074 0.100
C -1.196521 0.459210 -2.939653 0.305 0.086 -0.197 -0.432
N -2.429962 0.046944 -2.660252 0.015 -0.414 -0.146 0.233
H -1.221707 1.657617 -6.043913 -0.006 0.017 0.007 0.105
H -2.649988 1.547107 -5.011209 0.021 0.036 -0.032 0.091
H -1.946361 0.077173 -5.734281 0.014 0.019 -0.004 0.099
H 0.564979 2.483802 -4.284565 0.004 -0.002 0.035 0.153
H 1.190256 0.887338 -4.743364 0.021 -0.014 0.059 0.149
H -2.606508 -0.337938 -1.748987 -0.034 -0.095 0.040 0.121
H -3.088173 -0.147955 -3.395412 -0.025 -0.029 0.025 0.128
C 3.526819 2.309251 4.271345 0.036 0.054 0.124 -0.059
C 4.007054 2.394402 2.972995 0.054 -0.029 -0.107 -0.060
C 3.321347 1.764319 1.937734 0.122 0.087 0.146 -0.178
C 2.172633 1.098092 2.274118 -0.574 -0.544 -1.294 -0.241
C 1.654171 0.968581 3.532263 0.030 0.150 0.372 -0.094
C 2.374098 1.593109 4.554668 -0.063 -0.073 -0.115 -0.042
H 4.058773 2.806266 5.072134 0.013 -0.025 -0.007 0.117
H 4.911186 2.947796 2.753941 0.005 0.008 0.022 0.117
H 3.699296 1.798390 0.920658 -0.081 0.131 0.028 0.061
H 0.747112 0.428393 3.752968 -0.078 -0.004 -0.068 0.073
H 2.012061 1.505068 5.570669 0.022 0.038 0.014 0.120
C 5.347225 0.577718 -1.158589 -0.280 0.174 0.071 -0.240
P 3.921797 -0.329492 -0.457657 0.049 -0.738 -0.201 0.786
C 4.679485 -1.246314 0.937756 -0.049 0.139 -0.078 -0.239
C 3.708835 -1.610807 -1.753339 0.035 0.191 0.131 -0.257
H 6.122761 -0.125420 -1.464464 -0.004 -0.026 0.037 0.059
H 5.759257 1.270871 -0.426102 0.013 0.021 -0.018 0.047
H 5.007371 1.140823 -2.027664 0.054 0.035 0.006 0.049
H 5.346740 -2.031556 0.580006 0.018 0.023 -0.024 0.058
H 3.906789 -1.695228 1.560006 0.067 0.045 -0.005 0.014
H 5.248670 -0.546100 1.549872 -0.023 -0.007 0.032 0.051
H 4.587067 -2.254489 -1.810718 -0.005 -0.029 -0.050 0.060
H 3.573698 -1.101893 -2.709225 -0.032 -0.038 -0.023 0.048
H 2.831440 -2.216657 -1.537027 0.100 -0.087 -0.013 -0.010
```
Positions in Å, forces in eV/Å.


A structure of composition C49H50BBrN6O2Ti. Source: OMol25; level of theory: ωB97M-V with the def2-TZVPD basis set.

The value obtained for the orbital gap (spin up / spin down) is 5.4 / 8.4 eV. Its spin multiplicity is 3. The expectation value of S² is 2.02. The value obtained for the relative energy (zero: lowest compared OMol25 entry of this formula, charge and spin) is 0.000 eV. Its HOMO energy (spin up / spin down) is -5.0716 / -8.0110 eV. For the largest force on an atom, the calculation gives 0.0857 Eh/bohr. The value obtained for the total energy is -158495.2509 eV.

XYZ file:
```
110
Properties=species:S:1:pos:R:3:forces:R:3:lowdin_charge:R:1
Ti -1.256589 -1.595733 2.423387 -0.874 1.106 0.120 0.866
C 2.609623 -0.775866 5.179685 -1.489 0.373 1.466 -0.022
C 1.794336 -0.298924 4.046077 -1.311 -1.753 -0.835 -0.241
C 1.413574 0.985498 3.774602 -0.329 1.387 -0.437 0.023
C 0.593935 0.948043 2.632732 1.290 -3.663 0.128 -0.174
N 0.415859 -0.412621 2.271160 1.133 3.153 0.957 -0.006
N 1.135600 -1.173047 3.152954 1.369 3.029 0.891 0.022
B 1.318009 -2.719790 3.145628 -0.074 -0.050 -0.205 -0.504
N 0.891830 -3.271920 1.733855 -1.422 2.390 -0.068 0.067
N -0.237710 -2.622425 1.127417 1.400 -3.261 -1.440 -0.028
C -0.317755 -3.025351 -0.171447 3.099 -1.300 2.849 -0.209
C 0.789282 -3.916878 -0.404824 -0.060 1.110 1.173 0.045
C 1.560889 -3.922396 0.793456 0.192 -1.690 -2.000 -0.249
C 2.878114 -4.670816 1.081392 -0.329 1.252 -0.713 -0.007
C -1.109523 -2.326538 -1.110701 -1.388 0.686 -2.330 -0.163
C -2.149877 -1.450559 -0.763900 1.512 -0.520 0.572 -0.024
C -2.608775 -0.520488 -1.666557 -0.599 -0.123 1.049 -0.075
C -2.182928 -0.562298 -2.959202 -1.581 1.123 -0.587 -0.105
C -1.252784 -1.458840 -3.348548 1.429 -1.134 -1.601 -0.104
C -0.727027 -2.362434 -2.476023 1.163 -0.785 1.762 -0.020
N 0.370676 -3.175446 4.266638 -3.064 -1.254 -0.015 0.066
N -0.989602 -2.895713 3.876490 0.780 -2.882 2.823 -0.007
C -1.787370 -3.718354 4.629062 1.820 0.857 -0.108 -0.221
C -1.007303 -4.491660 5.523725 0.229 1.216 -1.011 0.047
C 0.346049 -4.159259 5.227112 -1.650 0.177 0.807 -0.230
C 1.586560 -4.574595 5.961783 -0.509 -1.709 -1.395 -0.013
C -3.245537 -3.701288 4.508233 0.789 0.014 -1.718 -0.190
C -4.059694 -3.877206 5.589687 -0.140 0.756 1.595 -0.047
C -5.438050 -3.811944 5.361929 -1.088 -0.747 1.998 -0.097
C -5.986061 -3.420015 4.161136 -0.169 -0.440 -0.277 -0.087
C -5.141583 -3.379498 3.051590 -0.589 0.259 -1.131 -0.076
C -3.792940 -3.575152 3.197418 0.612 0.114 1.169 -0.036
C 0.489886 1.966477 1.620940 -0.177 0.527 -1.049 -0.169
C 1.048039 3.263781 1.845508 -0.885 -1.758 2.480 -0.050
C 1.032214 4.188440 0.877126 0.070 1.264 -2.452 -0.096
C 0.656561 3.820311 -0.450515 -1.257 -0.413 0.958 -0.074
C 0.001235 2.609399 -0.638872 0.680 -1.429 0.216 -0.063
C -0.014527 1.607419 0.363292 -0.149 1.119 0.425 -0.001
H 3.018648 -1.769422 5.038993 -0.185 -0.079 0.248 0.054
H 3.401313 -0.086301 5.364120 0.783 0.467 0.008 0.070
H 1.927399 -0.648432 6.102383 1.118 -0.853 -1.115 0.131
H 1.683697 1.949264 4.264337 0.111 -1.323 -0.294 0.128
H 2.428868 -2.978352 3.449128 0.385 -0.285 -0.185 0.107
H 0.957340 -4.363656 -1.368595 0.514 -0.218 0.184 0.093
H 3.566195 -4.590868 0.201783 -0.805 -0.412 0.608 0.094
H 3.435981 -4.229580 1.915405 -0.386 -0.048 -0.085 0.058
H 2.615202 -5.687044 1.334509 0.286 -0.433 -0.107 0.074
H -2.424218 -1.444295 0.276332 -0.517 0.315 0.048 0.068
H -3.271661 0.245000 -1.310120 -0.406 0.084 -0.026 0.099
H -2.729707 0.043451 -3.666278 0.469 0.418 -0.256 0.108
H -0.821307 -1.463639 -4.344177 -0.413 0.093 -0.164 0.110
H 0.115287 -3.036004 -2.735518 -0.762 0.657 -0.144 0.113
H -1.582964 -5.042992 6.276649 1.240 -0.219 -0.159 0.113
H 2.168512 -5.276605 5.318987 -0.413 0.110 0.561 0.098
H 2.208980 -3.738137 6.019458 1.013 1.376 0.648 0.037
H 1.378408 -5.040114 6.935994 0.053 0.305 -0.455 0.093
H -3.627819 -3.826328 6.656492 -0.820 -0.636 -1.820 0.148
H -6.112012 -4.186980 6.184044 0.636 1.083 -0.748 0.122
H -7.061380 -3.214448 4.060262 0.572 -0.380 0.047 0.112
H -5.574455 -3.248884 2.042754 0.332 0.103 0.670 0.122
H -3.094761 -3.614475 2.364220 -0.236 0.051 -0.125 0.105
H 1.378624 3.496509 2.896704 -0.371 -0.045 -1.359 0.119
H 1.240333 5.237442 1.083718 0.475 -0.301 -0.059 0.106
H 0.699558 4.479466 -1.301834 0.094 0.450 0.152 0.085
H -0.428546 2.293764 -1.583356 0.182 0.419 -0.215 0.099
H -0.426162 0.586173 0.202933 0.296 1.074 -0.041 0.113
C 5.166123 2.601339 -5.053887 1.096 -1.049 0.824 -0.067
C 3.922998 2.726054 -5.864173 -1.141 1.598 0.526 -0.188
C 3.797626 2.180726 -7.132717 -1.284 0.375 0.086 -0.210
C 4.986674 1.595745 -7.816189 -0.541 -0.784 -0.023 -0.046
C 2.526945 2.181368 -7.758185 -0.782 0.206 0.204 -0.151
C 2.338800 1.486616 -9.098608 -0.872 -0.573 0.816 -0.052
C 1.415781 2.830362 -7.154501 2.129 -0.218 0.464 -0.192
C 0.066382 2.806578 -7.740053 -0.706 -0.612 -0.869 -0.063
C 1.630816 3.589164 -5.986475 -0.090 -1.642 -0.107 -0.201
C 0.433687 4.222872 -5.370398 -1.313 -0.768 1.070 -0.053
C 2.849202 3.508722 -5.311285 0.282 -0.054 -0.881 -0.161
C 3.036714 4.363994 -4.083309 0.312 -0.735 1.019 -0.055
H 5.779779 3.502925 -4.944624 -0.333 0.121 -0.087 0.085
H 5.885152 1.837974 -5.422150 -0.636 0.374 0.019 0.074
H 4.892711 2.262938 -4.028352 0.248 0.318 -0.539 0.098
H 5.283743 0.714312 -7.196966 0.250 0.445 -0.996 0.101
H 5.779889 2.331602 -7.881214 0.344 -0.064 0.150 0.085
H 4.685112 1.343035 -8.846910 0.570 -0.334 0.591 0.066
H 2.629214 0.428861 -9.063325 0.243 0.236 -0.011 0.089
H 2.913907 1.998337 -9.836594 0.351 0.217 -0.824 0.072
H 1.278129 1.461816 -9.404525 0.785 0.220 -0.023 0.061
H -0.035075 3.697892 -8.363463 -0.608 0.155 0.201 0.105
H -0.754382 2.670922 -7.016617 0.414 0.484 -0.302 0.079
H -0.035383 1.969358 -8.427399 -0.155 0.058 0.079 0.056
H 0.079572 5.050888 -5.956624 -0.218 0.596 -0.235 0.080
H 0.663459 4.561860 -4.355310 -0.288 0.066 -0.266 0.055
H -0.482297 3.510535 -5.291575 1.699 1.042 -0.026 0.107
H 4.094304 4.401764 -3.830614 -0.026 0.337 0.016 0.058
H 2.553912 3.953035 -3.170199 0.114 -0.057 -0.488 0.084
H 2.639701 5.374164 -4.164153 0.141 0.025 -0.352 0.082
Br -4.473066 0.547823 7.202570 0.026 0.527 -0.059 0.723
C -4.124911 1.581475 5.639983 -0.460 0.907 -0.975 -0.662
C -4.413729 2.938982 5.479665 0.519 0.497 0.443 -0.094
C -4.087353 3.561602 4.236582 -0.365 0.579 1.135 -0.075
C -3.656613 2.849245 3.149568 0.590 -0.796 -0.125 -0.009
C -3.446848 1.464065 3.315914 -0.739 1.533 0.000 -0.134
C -3.652718 0.869367 4.537799 -0.142 0.629 0.915 -0.075
C -3.141524 0.709923 2.107528 0.890 -2.395 -0.610 -0.529
O -3.206786 1.131069 0.977250 -0.210 0.666 -0.031 0.093
O -2.771057 -0.551778 2.354235 -1.674 1.737 0.088 -0.199
H -4.766400 3.563330 6.339300 0.281 -0.703 -0.958 0.116
H -4.142789 4.652028 4.164796 -0.257 -0.384 0.096 0.107
H -3.379756 3.282501 2.171774 -0.422 -0.128 0.736 0.134
H -3.455640 -0.132218 4.780682 0.298 -1.422 -0.577 0.075
```
Positions in Å, forces in eV/Å.